Computed, not measured: one molecule with the formula C3H8O2 in a non-equilibrium geometry, with ωB97M-V/def2-TZVPD.

Element x y z (Å)
C (-0.66750, 0.26154, 0.88305)
O (-1.50766, 1.37068, 1.17895)
C (0.25733, 0.51789, -0.29498)
C (0.99466, -0.73587, -0.71998)
O (0.15324, -1.64641, -1.42925)
H (-0.06656, -0.05156, 1.72943)
H (-1.39506, -0.52052, 0.63219)
H (-1.00571, 2.06593, 1.63130)
H (-0.25009, 0.93623, -1.17028)
H (0.96895, 1.30271, -0.01083)
H (1.75466, -0.47603, -1.45520)
H (1.49261, -1.27816, 0.08359)
H (-0.72888, -1.74643, -1.05799)

Calculated values
**E_tot**: -7335.049 eV
**Frontier orbital gap**: 11.3 eV
**Total charge**: 0
**E_HOMO**: -0.3838 Eh
**Structure (SMILES)**: OCCCO
**Relative energy (zero: lowest compared OMol25 entry of this formula, charge and spin)**: 23.1 kcal per mole